Computed, not measured: a cluster of 9 separate species, C57H66O3 in total, with ωB97M-V with the def2-TZVPD basis set.

The value obtained for the total energy is -2437.2601 Ha. For the energy above the lowest of the compared OMol25 structures with the same formula, charge and spin, the calculation gives 0.0 kcal per mole. As for the HOMO-LUMO gap: 9.6 eV. The calculation puts the LUMO energy at 0.388 eV. The SMILES is CCOCCCCCC(=O)OC.c1ccccc1.c1ccccc1.c1ccccc1.c1ccccc1.c1ccccc1.c1ccccc1.c1ccccc1.c1ccccc1.

Last column: Mulliken charge in e.
Atoms and positions in Å:
C1 1.202 -2.214 -2.783  -0.753
C2 2.384 -1.886 -3.666  -0.491
O1 2.215 -0.633 -4.317  -0.430
C3 2.707 0.415 -3.512  0.089
C4 2.189 1.765 -3.963  -0.954
C5 2.599 2.823 -2.928  -0.036
C6 1.628 2.937 -1.743  -0.653
C7 1.904 2.050 -0.532  -0.550
C8 3.282 2.063 0.080  0.885
O2 3.646 1.174 0.849  -0.591
O3 4.070 3.143 -0.189  -0.154
C9 5.419 2.830 -0.520  -0.901
H1 1.460 -2.979 -2.054  0.336
H2 0.891 -1.322 -2.245  0.119
H3 0.338 -2.588 -3.326  0.364
H4 2.573 -2.645 -4.417  0.392
H5 3.280 -1.836 -3.042  0.312
H6 3.802 0.429 -3.544  0.241
H7 2.422 0.229 -2.475  0.032
H8 2.631 1.998 -4.929  0.312
H9 1.111 1.724 -4.085  0.286
H10 3.609 2.592 -2.608  -0.229
H11 2.641 3.789 -3.423  0.363
H12 1.515 3.972 -1.438  0.357
H13 0.648 2.639 -2.115  0.365
H14 1.253 2.385 0.278  0.477
H15 1.652 1.012 -0.703  -0.043
H16 5.784 1.970 0.032  0.389
H17 6.023 3.689 -0.246  0.284
H18 5.537 2.660 -1.586  0.233
C10 -3.572 -4.791 0.006  -0.592
C11 -2.620 -5.134 0.956  -0.519
C12 -1.458 -4.383 1.076  -0.724
C13 -1.248 -3.291 0.246  -0.284
C14 -2.198 -2.951 -0.707  -0.523
C15 -3.359 -3.700 -0.825  -0.429
H19 -4.481 -5.373 -0.088  0.465
H20 -2.783 -5.985 1.605  0.392
H21 -0.717 -4.647 1.820  0.500
H22 -0.344 -2.702 0.342  0.512
H23 -2.034 -2.100 -1.356  0.590
H24 -4.102 -3.432 -1.565  0.583
C16 -2.882 -3.298 5.527  -0.532
C17 -2.464 -2.862 6.776  -0.330
C18 -1.299 -2.118 6.899  -0.417
C19 -0.549 -1.813 5.771  -0.429
C20 -0.964 -2.253 4.523  -0.428
C21 -2.130 -2.995 4.400  -0.101
H25 -3.793 -3.874 5.431  0.370
H26 -3.048 -3.101 7.656  0.359
H27 -0.974 -1.776 7.873  0.354
H28 0.359 -1.231 5.866  0.387
H29 -0.379 -2.017 3.643  0.440
H30 -2.454 -3.335 3.424  0.332
C22 4.775 -5.073 -0.110  -0.406
C23 4.425 -3.773 0.224  -0.519
C24 5.306 -2.728 -0.021  -0.381
C25 6.543 -2.987 -0.596  -0.564
C26 6.898 -4.289 -0.921  -0.302
C27 6.014 -5.331 -0.680  -0.433
H31 4.082 -5.885 0.073  0.377
H32 3.462 -3.566 0.673  0.474
H33 5.029 -1.714 0.239  0.653
H34 7.231 -2.174 -0.789  0.365
H35 7.864 -4.491 -1.365  0.365
H36 6.290 -6.346 -0.937  0.364
C28 5.902 0.453 4.090  -0.628
C29 6.896 0.257 5.038  -0.350
C30 7.969 1.135 5.112  -0.406
C31 8.049 2.208 4.236  -0.450
C32 7.056 2.401 3.285  -0.431
C33 5.980 1.525 3.210  -0.080
H37 5.064 -0.230 4.033  0.413
H38 6.835 -0.581 5.720  0.365
H39 8.743 0.982 5.853  0.358
H40 8.884 2.894 4.295  0.363
H41 7.119 3.238 2.600  0.358
H42 5.206 1.671 2.468  0.471
C34 -5.830 0.002 -1.251  -0.483
C35 -4.878 -0.343 -0.302  -0.354
C36 -3.716 0.406 -0.181  -0.479
C37 -3.504 1.498 -1.012  -0.457
C38 -4.454 1.839 -1.966  -0.401
C39 -5.617 1.092 -2.084  -0.485
H43 -6.739 -0.578 -1.342  0.407
H44 -5.040 -1.197 0.343  0.451
H45 -2.974 0.136 0.560  0.472
H46 -2.599 2.084 -0.916  0.437
H47 -4.289 2.690 -2.615  0.476
H48 -6.358 1.361 -2.826  0.418
C40 -7.441 -7.572 -2.908  -0.358
C41 -7.733 -6.265 -2.543  -0.455
C42 -6.802 -5.259 -2.762  -0.319
C43 -5.579 -5.561 -3.344  -0.329
C44 -5.285 -6.868 -3.704  -0.412
C45 -6.217 -7.873 -3.488  -0.411
H49 -8.169 -8.355 -2.741  0.361
H50 -8.687 -6.031 -2.087  0.369
H51 -7.030 -4.239 -2.478  0.420
H52 -4.854 -4.776 -3.515  0.408
H53 -4.328 -7.103 -4.152  0.377
H54 -5.988 -8.893 -3.769  0.363
C46 -7.624 5.255 -2.729  -0.435
C47 -6.672 4.910 -1.780  -0.314
C48 -5.509 5.658 -1.660  -0.436
C49 -5.297 6.750 -2.490  -0.376
C50 -6.248 7.093 -3.442  -0.371
C51 -7.411 6.346 -3.561  -0.358
H55 -8.533 4.674 -2.821  0.363
H56 -6.834 4.056 -1.136  0.445
H57 -4.768 5.388 -0.919  0.400
H58 -4.392 7.334 -2.395  0.364
H59 -6.081 7.942 -4.091  0.354
H60 -8.153 6.614 -4.303  0.362
C52 1.642 7.349 2.024  -0.428
C53 2.356 6.385 1.326  -0.503
C54 3.137 5.465 2.012  -0.152
C55 3.205 5.510 3.399  -0.559
C56 2.494 6.477 4.096  -0.388
C57 1.712 7.396 3.409  -0.430
H61 1.031 8.064 1.488  0.369
H62 2.307 6.350 0.245  0.390
H63 3.690 4.713 1.468  0.508
H64 3.811 4.791 3.934  0.448
H65 2.549 6.515 5.176  0.369
H66 1.158 8.149 3.954  0.360

=====

Computed, not measured: a structure of composition C57H69N3P2Sn, with ωB97M-V with the def2-TZVPD basis set.

The value obtained for the total energy is -3274.6975 Ha. For the energy above the lowest of the compared OMol25 structures with the same formula, charge and spin, the calculation gives 1.3 kcal per mole. As for the HOMO-LUMO gap: 5.4 eV. The net charge is -2. The calculation puts the LUMO energy at 4.234 eV.

Last column: Mulliken charge in e.
Atoms and positions in Å:
Sn1 -1.312 0.101 0.032  0.607
C1 3.991 -1.591 -0.488  -2.025
C2 2.727 -0.892 0.005  1.809
C3 3.003 0.550 0.433  -1.492
P1 1.643 -1.760 1.244  0.844
C4 2.581 -1.837 2.861  0.575
C5 2.156 -0.629 3.707  -1.350
C6 4.105 -1.959 2.861  -1.926
C7 1.692 -3.483 0.624  -0.078
C8 2.335 -4.527 1.278  -0.280
C9 2.322 -5.842 0.821  0.338
C10 3.023 -6.944 1.571  -1.750
C11 1.636 -6.084 -0.367  -0.864
C12 0.985 -5.076 -1.049  -0.719
C13 0.980 -3.732 -0.588  -0.260
N1 0.461 -2.682 -1.267  0.462
C14 -0.525 -2.810 -2.192  -0.925
C15 -1.579 -3.755 -2.150  -0.418
C16 -2.583 -3.762 -3.100  -1.040
C17 -2.616 -2.836 -4.141  0.591
C18 -3.695 -2.865 -5.192  -1.892
C19 -1.611 -1.875 -4.168  0.376
C20 -0.582 -1.841 -3.234  0.040
P2 0.726 -0.579 -3.145  1.143
C21 0.334 0.535 -4.591  2.016
C22 0.576 0.050 -6.019  -2.030
C23 0.994 1.898 -4.369  -1.642
C24 2.234 -1.587 -3.627  2.039
C25 2.112 -2.621 -4.745  -1.860
C26 3.446 -0.683 -3.836  -1.711
H1 4.349 -1.109 -1.404  0.529
H2 3.800 -2.643 -0.710  0.329
H3 4.800 -1.540 0.244  0.433
H4 2.025 -0.847 -0.835  -0.452
H5 3.708 0.598 1.267  0.330
H6 2.088 1.054 0.750  0.248
H7 3.436 1.119 -0.396  0.488
H8 2.161 -2.730 3.338  0.678
H9 2.511 0.307 3.270  0.061
H10 2.573 -0.696 4.718  0.640
H11 1.072 -0.548 3.786  -0.041
H12 4.562 -1.037 2.496  0.310
H13 4.475 -2.778 2.245  0.331
H14 4.465 -2.110 3.885  0.485
H15 2.863 -4.325 2.203  0.077
H16 3.484 -6.556 2.482  0.328
H17 3.817 -7.407 0.975  0.309
H18 2.337 -7.743 1.867  0.335
H19 1.616 -7.091 -0.780  0.311
H20 0.494 -5.305 -1.986  0.441
H21 -1.608 -4.467 -1.335  0.605
H22 -3.375 -4.503 -3.020  0.311
H23 -3.531 -3.659 -5.929  0.377
H24 -3.735 -1.916 -5.730  0.317
H25 -4.681 -3.037 -4.750  0.383
H26 -1.661 -1.116 -4.941  -0.019
H27 -0.742 0.699 -4.470  -0.679
H28 1.644 0.045 -6.254  0.360
H29 0.089 0.723 -6.733  0.392
H30 0.193 -0.956 -6.187  0.339
H31 2.081 1.837 -4.466  0.335
H32 0.770 2.285 -3.373  0.254
H33 0.635 2.624 -5.107  0.458
H34 2.380 -2.155 -2.702  -0.631
H35 2.141 -2.165 -5.736  0.334
H36 1.187 -3.194 -4.657  0.290
H37 2.948 -3.326 -4.685  0.495
H38 3.389 -0.158 -4.794  0.287
H39 4.370 -1.271 -3.840  0.446
H40 3.530 0.070 -3.049  0.292
C27 -1.606 1.040 2.293  -0.651
C28 -1.074 1.358 3.382  0.332
C29 -0.406 1.768 4.505  -0.140
C30 -0.582 1.003 5.745  0.313
C31 -0.484 1.573 7.026  -0.294
C32 -0.707 0.830 8.176  -0.690
C33 -1.042 -0.516 8.102  -0.421
C34 -1.158 -1.098 6.843  -0.850
C35 -0.935 -0.359 5.696  -0.283
C36 0.531 2.889 4.400  0.558
C37 0.453 3.786 3.316  -0.184
C38 1.352 4.826 3.164  -0.435
C39 2.386 5.023 4.076  -0.670
C40 2.499 4.135 5.138  -0.856
C41 1.596 3.095 5.298  -0.357
H41 -0.256 2.628 7.119  0.478
H42 -0.628 1.316 9.143  0.356
H43 -1.213 -1.097 9.000  0.363
H44 -1.420 -2.147 6.753  0.357
H45 -1.035 -0.821 4.720  0.365
H46 -0.329 3.643 2.580  0.265
H47 1.240 5.493 2.315  0.369
H48 3.089 5.838 3.952  0.385
H49 3.311 4.240 5.849  0.349
H50 1.743 2.402 6.116  0.517
C42 -3.504 3.249 1.940  -1.078
C43 -3.839 1.786 1.642  1.647
C44 -4.542 1.166 2.850  -1.648
C45 -4.717 1.686 0.403  -1.415
N2 -2.604 1.039 1.375  -0.117
H51 -4.418 3.834 2.085  0.475
H52 -2.936 3.683 1.115  0.025
H53 -2.899 3.318 2.846  0.155
H54 -5.435 1.740 3.120  0.404
H55 -3.865 1.151 3.707  0.249
H56 -4.840 0.139 2.627  0.311
H57 -5.681 2.174 0.570  0.520
H58 -4.900 0.638 0.153  0.209
H59 -4.230 2.156 -0.453  0.046
C46 -4.233 1.409 -4.869  -0.895
C47 -4.274 0.508 -3.811  -1.002
C48 -3.439 0.650 -2.719  0.035
C49 -2.505 1.701 -2.633  -0.265
C50 -2.470 2.602 -3.720  -0.082
C51 -3.316 2.454 -4.806  -0.862
N3 -1.647 1.757 -1.563  1.445
C52 -1.027 2.938 -1.188  -0.348
C53 -1.642 4.203 -1.219  -0.387
C54 -0.995 5.319 -0.719  -0.847
C55 0.278 5.224 -0.165  -0.732
C56 0.901 3.985 -0.133  -0.558
C57 0.268 2.866 -0.652  0.219
H60 -4.890 1.296 -5.722  0.364
H61 -4.963 -0.328 -3.836  0.443
H62 -3.490 -0.078 -1.917  0.314
H63 -1.744 3.405 -3.715  0.452
H64 -3.246 3.163 -5.624  0.362
H65 -2.648 4.290 -1.611  0.356
H66 -1.503 6.277 -0.742  0.342
H67 0.770 6.101 0.239  0.489
H68 1.890 3.879 0.296  0.460
H69 0.792 1.916 -0.684  0.049

=====

What is the formula in the first record? C57H66O3